No. 1
The following is a quantum chemistry calculation of a 18-piece molecular cluster, C90H90N18 overall, from the OMol25 dataset.

Kohn-Sham gap: 9.6 eV
Highest occupied orbital energy: -9.029 eV
Charge: 0
Spin multiplicity: 1

The geometry in XYZ format:
```
198
C90H90N18 ωB97M-V/def2-TZVPD
N -3.98033 3.42893 0.98023
C -4.31185 4.69155 0.56576
C -4.49027 5.71855 1.48607
C -4.18918 5.59701 2.79139
C -3.71744 4.38551 3.18864
C -3.58515 3.37991 2.24639
H -4.54463 4.82663 -0.47584
H -4.79359 6.64787 1.10585
H -4.25818 6.41328 3.48402
H -3.34407 4.24518 4.19319
H -3.22525 2.40118 2.58013
N 4.56159 -1.25540 4.43281
C 3.26166 -1.44046 4.18866
C 2.55758 -0.42626 3.53286
C 3.14706 0.73737 3.04985
C 4.50125 0.83993 3.26857
C 5.12696 -0.13866 4.01620
H 2.75591 -2.41045 4.33020
H 1.45103 -0.57446 3.41311
H 2.50742 1.41463 2.45770
H 5.09145 1.72637 3.06788
H 6.14299 0.08744 4.20960
N 0.28154 3.59233 2.99868
C -0.32711 2.52901 3.52778
C 0.01761 1.99320 4.78213
C 1.00706 2.61825 5.48815
C 1.71349 3.68198 4.92743
C 1.30115 4.11885 3.69391
H -1.00288 2.02727 2.85457
H -0.36585 1.12242 5.19700
H 1.21688 2.16289 6.41196
H 2.56696 4.10795 5.46030
H 1.70896 5.03874 3.27418
N 4.81267 -1.02138 -0.92979
C 4.57870 0.11316 -1.49599
C 5.51241 0.97608 -2.13400
C 6.85514 0.58986 -2.01842
C 7.12063 -0.53542 -1.31661
C 6.08977 -1.39806 -0.87318
H 3.47768 0.37005 -1.49257
H 5.19756 1.88256 -2.70907
H 7.69483 1.19004 -2.38777
H 8.12101 -0.92063 -1.21421
H 6.27086 -2.38188 -0.45205
N -7.02426 -0.11049 1.49764
C -8.24297 -0.30771 0.97532
C -8.78334 0.42002 -0.04638
C -8.08229 1.58292 -0.50604
C -6.79078 1.77995 0.01598
C -6.26445 0.85415 0.96766
H -8.82804 -1.16216 1.32662
H -9.73553 0.16507 -0.50391
H -8.46422 2.32443 -1.17994
H -6.25199 2.59377 -0.36171
H -5.22207 0.96482 1.34893
N 5.43169 5.65925 1.52976
C 4.18624 5.19345 1.48520
C 3.83619 3.88503 1.10042
C 4.85137 3.02123 0.74741
C 6.17713 3.47016 0.82730
C 6.40283 4.76059 1.18089
H 3.38463 5.90818 1.66924
H 2.82162 3.52527 1.02415
H 4.62495 1.97263 0.55910
H 7.01657 2.94120 0.37012
H 7.37411 5.20309 1.31613
N -0.33348 -2.71604 4.84603
C -0.11404 -2.02900 5.93509
C -0.90035 -2.15326 7.06958
C -1.96276 -3.01404 7.01566
C -2.28334 -3.69159 5.83258
C -1.44662 -3.46427 4.77927
H 0.76615 -1.45668 6.05149
H -0.71892 -1.36350 7.76879
H -2.60092 -3.17995 7.87017
H -3.07524 -4.43105 5.87895
H -1.49143 -3.99306 3.82778
N 2.71604 2.99913 -3.61632
C 2.33349 3.83966 -2.63565
C 1.11094 3.98184 -2.06149
C 0.07929 3.13466 -2.51226
C 0.39152 2.18404 -3.50525
C 1.70618 2.17050 -3.97932
H 3.11177 4.52630 -2.30212
H 1.04123 4.75990 -1.37638
H -0.91623 3.16291 -2.11378
H -0.38149 1.50850 -3.87922
H 1.92060 1.51386 -4.85809
N -0.66550 -4.31304 -2.63910
C 0.26915 -4.73237 -1.81157
C 0.89718 -5.94921 -1.95957
C 0.43914 -6.78238 -2.96700
C -0.53321 -6.30759 -3.87780
C -1.04206 -5.05378 -3.68040
H 0.47436 -4.00925 -1.00011
H 1.72789 -6.25886 -1.27962
H 0.76950 -7.80160 -3.05437
H -0.88175 -6.97922 -4.67899
H -1.85842 -4.64929 -4.33745
N -5.03177 3.47766 -2.31533
C -4.17343 2.47602 -2.21533
C -3.07399 2.35649 -3.12506
C -2.84721 3.29418 -4.08735
C -3.70829 4.33303 -4.09286
C -4.80226 4.35479 -3.26501
H -4.30862 1.72729 -1.41799
H -2.33947 1.57632 -2.84454
H -2.07879 3.22907 -4.82747
H -3.68464 5.14360 -4.82360
H -5.54166 5.13277 -3.32385
N -4.14864 -1.66486 -2.81477
C -5.31897 -1.12176 -2.60394
C -6.32988 -1.76158 -1.94715
C -6.15237 -3.03625 -1.47701
C -4.83397 -3.54008 -1.52555
C -3.85328 -2.88429 -2.32310
H -5.47310 -0.16212 -2.98295
H -7.26407 -1.31016 -1.80363
H -6.97215 -3.48077 -0.99639
H -4.51246 -4.34984 -0.88667
H -2.80987 -3.22629 -2.52232
N -1.74513 7.82780 -0.40114
C -2.05204 6.79231 -1.22597
C -1.80267 5.43594 -0.94282
C -1.25935 5.11391 0.34171
C -1.06709 6.14515 1.23518
C -1.35058 7.47325 0.80031
H -2.40170 7.08046 -2.21558
H -2.05484 4.57907 -1.60689
H -1.05758 4.08073 0.56508
H -0.84352 6.00789 2.35855
H -1.27266 8.27466 1.50879
N -0.24061 -0.46425 -6.20079
C -0.61114 0.56612 -6.93699
C -1.88126 1.05870 -6.87507
C -2.89923 0.40540 -6.10979
C -2.53549 -0.72032 -5.46491
C -1.20789 -1.08560 -5.52139
H 0.12223 1.11511 -7.44844
H -2.07830 1.88166 -7.54568
H -3.95550 0.76279 -6.14166
H -3.25565 -1.28511 -4.85474
H -0.82234 -2.01985 -5.02135
N 2.90481 -5.14966 0.42080
C 2.10892 -5.56724 1.40444
C 1.36409 -4.63485 2.16490
C 1.55461 -3.26044 1.96521
C 2.45840 -2.88394 0.97562
C 3.09090 -3.86904 0.20492
H 1.92635 -6.66679 1.67059
H 0.66194 -4.99519 2.93508
H 1.08265 -2.47672 2.46056
H 2.66508 -1.74758 0.80542
H 3.80477 -3.62498 -0.62239
N -2.62162 -0.79891 3.30337
C -1.80426 -1.32547 2.41684
C -2.22979 -2.40825 1.63865
C -3.51528 -2.87733 1.73677
C -4.42934 -2.18905 2.62286
C -3.91845 -1.14938 3.37417
H -0.83328 -0.95042 2.16050
H -1.57948 -2.84758 0.90359
H -3.88453 -3.70954 1.08623
H -5.48318 -2.46134 2.69316
H -4.61505 -0.57102 4.00225
N -0.30609 1.34074 0.39246
C 0.73502 0.68995 -0.07534
C 0.70572 -0.37493 -0.98100
C -0.55752 -0.79207 -1.41323
C -1.65044 -0.12344 -0.97112
C -1.49125 0.94178 -0.06435
H 1.70695 1.12643 0.15420
H 1.61869 -0.74726 -1.41453
H -0.67791 -1.54796 -2.26361
H -2.58938 -0.28487 -1.48564
H -2.36962 1.58018 0.07558
N 2.97996 -3.93069 -6.28633
C 3.70798 -4.56196 -5.36336
C 4.09087 -3.94154 -4.13779
C 3.80226 -2.59575 -3.89786
C 3.09347 -1.96924 -4.90776
C 2.72525 -2.63593 -6.10460
H 3.82664 -5.65096 -5.44386
H 4.51548 -4.46871 -3.32547
H 4.00517 -2.07950 -2.96595
H 2.77988 -0.91385 -4.89187
H 2.23617 -2.01994 -6.87981
N 7.04941 -6.43844 2.40157
C 7.39741 -6.31427 3.69793
C 6.99386 -5.18508 4.48175
C 6.19529 -4.23625 3.92001
C 5.88379 -4.35729 2.61585
C 6.35344 -5.45370 1.85739
H 8.11806 -7.01547 4.09797
H 7.31465 -5.18522 5.54851
H 5.77960 -3.43410 4.48892
H 5.30340 -3.55890 2.14914
H 6.06668 -5.53612 0.79501
```

***

No. 2
The following is a quantum chemistry calculation of a 2-piece molecular cluster, C5H11N2O2 overall, from the OMol25 dataset.

Kohn-Sham gap (alpha / beta): 7.4 / 7.4 eV
Highest occupied orbital energy (alpha / beta): -12.863 / -12.863 eV
Charge: +1
Spin multiplicity: 1

The geometry in XYZ format:
```
20
C5H11N2O2 ωB97M-V/def2-TZVPD
C -1.34853 -3.61179 -0.70828
C 1.38851 1.18700 -1.70399
C -0.93146 2.05281 1.38572
C 1.53023 0.21991 0.64455
C 1.07773 0.29644 -0.62602
N -0.72815 -2.53968 -0.71102
N -0.04013 -1.64471 -0.34402
O -1.19326 0.57774 1.38617
O 0.10948 -0.54455 -1.07153
H -2.30938 -3.67919 -0.17651
H -0.98529 -4.36515 -1.30460
H 0.35960 1.11275 -2.32546
H 2.18151 0.81340 -2.30058
H 1.57023 2.19873 -1.37119
H -0.36344 2.22939 2.39221
H -0.27376 2.25639 0.57814
H -1.78212 2.63920 1.66818
H 2.11093 0.96672 1.02000
H 1.44249 -0.53588 1.38235
H -1.81519 0.37047 2.18585
```

***

| no. | F_max (eV Å⁻¹) | E (hartree) |
| --- | --- | --- |
| 1 | 4.1 | -4468.9245 |
| 2 | 5.3 | -456.6052 |